1.
Entry from OMol25: 4 unconnected molecules or ions with the total composition C2H14N2O3 (wB97M-V/def2-TZVPD).

Last column: Mulliken spin population.
Geometry (Å):
O -0.448 2.877 1.526  0.61
O -2.713 -1.103 3.232  0.38
O -1.790 0.150 0.801  0.62
N 1.221 -1.762 0.286  0.12
N 1.293 0.186 -1.163  -0.23
C 0.859 -1.212 -1.011  0.28
C 1.534 0.510 -2.568  0.43
H 2.267 -0.160 -3.056  0.00
H 0.617 0.395 -3.144  -0.04
H 0.124 3.601 1.270  -0.22
H -0.514 2.849 2.498  -0.13
H -2.375 -0.733 2.421  -0.11
H 0.495 -2.257 0.789  -0.15
H 2.011 1.490 -2.611  -0.14
H 2.200 0.307 -0.707  -0.05
H 1.195 -1.769 -1.892  -0.02
H -3.309 -1.821 2.960  -0.07
H -1.554 0.951 0.289  -0.05
H 1.601 -0.991 0.824  -0.03
H -2.475 -0.303 0.261  -0.33
H -0.238 -1.204 -1.004  0.12

Its total charge is -1. The energy relative to the best compared isomer or geometry (same formula, charge and spin) is 80.8 kJ/mol. As for the spin multiplicity: 2. Its gap between HOMO and LUMO (spin up / spin down) is 2.59 / 9.11 eV. As for the expectation value of S²: 0.750. The value obtained for the LUMO energy (spin up / spin down) is 3.61 / 3.66 eV.

---

2.
Entry from OMol25: a molecular structure, C39H33F6N3O6S4Sb2Sn (wB97M-V/def2-TZVPD).

Last column: Mulliken charge in e.
Geometry (Å):
Sb 1.964 0.494 0.179  -0.40
Sb 0.377 -2.756 -0.385  0.77
Sn -1.479 1.320 0.134  0.80
S -0.861 0.660 -4.646  -0.47
S -3.191 -0.466 0.412  -0.44
S -3.271 3.850 -1.261  1.46
S -5.984 4.389 -1.360  0.97
F -3.316 5.916 -2.936  -0.24
F -1.518 4.719 -2.981  -0.20
F -6.827 6.051 0.509  -0.25
F -7.839 6.240 -1.397  -0.24
F -5.840 7.030 -1.155  -0.23
F -3.306 3.986 -3.938  -0.21
O 0.129 -0.937 3.670  -0.79
O -5.947 4.452 -2.795  -0.64
O -2.162 4.265 -0.446  -0.83
O -6.857 3.442 -0.736  -0.63
O -3.401 2.443 -1.571  -0.73
O -0.368 -0.208 1.638  1.46
N -4.559 4.535 -0.671  -0.43
N 1.375 3.230 -1.374  -0.30
N -0.953 0.540 -1.864  -0.26
C -0.912 -6.481 1.731  -0.72
C 3.278 3.849 3.599  -0.38
C -2.854 4.662 -2.898  0.55
C 3.349 3.095 1.310  -0.90
C 2.502 2.745 3.928  -0.71
C -0.691 -0.685 2.779  0.02
C 2.570 1.983 1.630  0.86
C 6.071 1.053 -1.566  -0.62
C 1.068 4.177 -0.802  0.48
C -0.152 -5.543 1.043  -0.11
C -2.093 -4.167 0.768  -0.62
C 0.706 5.373 -0.054  -0.94
C -4.511 -1.252 2.579  -0.92
C 1.264 -5.102 -2.358  -0.20
C 4.498 1.021 -3.382  -0.47
C 2.252 -3.371 0.554  -1.23
C 5.029 0.876 -0.664  -0.35
C 5.806 1.125 -2.928  -0.42
C 3.460 0.845 -2.474  -0.71
C 0.606 -3.057 -3.419  -0.36
C 3.701 4.022 2.286  -0.62
C -4.756 -1.668 3.871  -0.48
C 0.795 -3.795 -2.249  0.38
C -6.652 6.025 -0.816  0.66
C 3.709 0.770 -1.101  0.35
C 0.890 -3.606 -4.665  -0.65
C 2.149 1.819 2.953  -0.47
C -0.944 0.616 -3.034  0.42
C -2.854 -5.094 1.470  -0.53
C -0.729 -4.374 0.551  0.37
C -2.436 -1.404 4.360  -0.64
C -3.707 -1.742 4.781  -0.60
C 1.555 -5.654 -3.598  -0.72
C -3.224 -0.893 2.139  0.63
C 3.346 -2.297 0.598  -0.74
C 2.948 -1.033 1.375  -0.94
C -2.264 -6.254 1.953  -0.45
C 1.372 -4.904 -4.755  -0.33
C -2.161 -0.982 3.055  0.04
H 1.998 -3.671 1.574  0.51
H 3.657 -2.040 -0.422  0.21
H 4.284 1.082 -4.443  0.40
H 0.230 -2.039 -3.363  0.13
H 5.246 0.827 0.399  0.34
H -5.315 -1.199 1.855  0.43
H 3.827 -0.554 1.809  0.52
H 2.437 0.781 -2.834  0.41
H -2.562 -3.262 0.392  0.36
H -3.881 -2.062 5.801  0.37
H -0.444 -7.386 2.103  0.36
H 3.557 4.566 4.362  0.35
H 1.540 0.958 3.221  0.30
H 7.092 1.138 -1.208  0.36
H 1.398 -5.707 -1.467  0.17
H 3.690 3.234 0.291  0.44
H 1.926 -6.670 -3.666  0.37
H 2.614 -4.248 0.013  0.57
H 6.619 1.267 -3.632  0.33
H -5.763 -1.938 4.173  0.36
H 2.176 2.600 4.952  0.43
H 0.735 -3.018 -5.561  0.43
H 1.442 5.543 0.731  0.28
H 4.229 -2.736 1.078  0.40
H 1.605 -5.333 -5.723  0.35
H -0.278 5.216 0.389  0.21
H -1.594 -1.471 5.034  0.43
H 4.314 4.878 2.023  0.38
H 2.262 -1.281 2.191  0.43
H -2.854 -6.971 2.513  0.35
H 0.907 -5.731 0.900  0.22
H -3.904 -4.901 1.657  0.40
H 0.656 6.233 -0.720  0.36

Its total charge is -2. The energy relative to the best compared isomer or geometry (same formula, charge and spin) is 0.0 kJ/mol. Its gap between HOMO and LUMO is 7.14 eV. The value obtained for the LUMO energy is 4.13 eV.

---

3.
Entry from OMol25: a molecular structure, C17H13BiCl3GeN5O2S3 (wB97M-V/def2-TZVPD).

Last column: Mulliken spin population.
Geometry (Å):
Bi -0.661 3.045 0.449  0.21
Ge 1.816 4.249 1.397  0.32
Cl 3.482 5.162 0.449  0.02
Cl 0.489 5.904 1.827  0.15
Cl 2.413 3.386 3.233  0.05
S -0.444 0.587 2.442  0.01
S 0.441 4.345 -1.610  0.08
S 0.290 2.337 -3.956  0.01
O -1.522 1.571 2.520  0.01
O 0.479 0.431 3.517  0.00
N 0.348 1.201 1.104  0.01
N 2.392 2.060 0.508  0.09
N -2.845 -4.566 0.998  0.00
N 2.186 -0.249 1.031  0.01
N -0.587 1.938 -1.597  0.02
C -3.064 -2.198 1.347  0.00
C -2.496 -0.989 1.680  0.00
C 1.701 0.976 0.892  -0.02
C -1.574 -1.497 -2.583  0.00
C 3.464 -0.409 0.700  -0.01
C -1.170 -1.443 -3.922  0.00
C -0.424 0.787 -3.599  0.00
C -0.838 0.739 -2.269  0.00
C -1.415 -0.412 -1.744  0.00
C -2.292 -3.371 1.355  0.00
C -0.367 -2.090 2.056  0.00
C 4.244 0.618 0.189  0.01
C -0.591 -0.304 -4.446  0.00
C 3.659 1.860 0.118  0.00
C 0.011 2.837 -2.344  0.01
C -0.937 -3.294 1.717  0.00
C -1.146 -0.932 2.027  0.00
H -4.116 -2.251 1.095  0.00
H -2.019 -2.404 -2.195  0.00
H 0.674 -2.031 2.342  0.00
H -3.842 -4.648 0.913  0.00
H -3.098 -0.091 1.699  0.00
H -0.341 -4.199 1.741  0.00
H -1.309 -2.307 -4.558  0.00
H 3.870 -1.405 0.834  0.00
H 5.271 0.462 -0.106  0.00
H -1.719 -0.456 -0.706  0.00
H -0.274 -0.264 -5.480  0.00
H 4.202 2.729 -0.227  0.00
H -2.338 -5.417 1.162  0.00

Its total charge is +1. The energy relative to the best compared isomer or geometry (same formula, charge and spin) is 9.4 kJ/mol. As for the spin multiplicity: 2. Its gap between HOMO and LUMO (spin up / spin down) is 6.94 / 4.94 eV. As for the expectation value of S²: 0.755. The value obtained for the LUMO energy (spin up / spin down) is -4.12 / -6.14 eV.

---

4.
Entry from OMol25: 11 unconnected molecules or ions with the total composition C21H58F3N2O15PS (wB97M-V/def2-TZVPD).

Last column: Mulliken charge in e.
Geometry (Å):
S 3.125 0.750 -1.641  -0.31
P 2.272 -0.459 -0.365  0.08
F -0.294 2.148 6.560  -0.27
F 1.026 3.000 4.705  -0.20
F -1.364 2.910 4.567  -0.27
O -1.319 5.620 -0.209  -0.58
O -3.926 -0.220 -7.038  -0.24
O 0.419 2.334 1.813  -0.61
O -5.953 -4.079 -9.466  -0.40
O 6.538 1.047 3.191  -0.55
O 8.850 0.230 0.239  -0.46
O 2.578 2.852 0.883  -0.65
O -7.258 -4.050 -6.251  -0.50
O -2.356 -1.656 -0.893  -0.49
O -3.150 -2.908 -6.897  -0.49
O -0.184 0.850 4.436  -0.19
O -3.352 -0.464 -4.223  -0.51
O -2.215 4.342 8.095  -0.48
O -0.225 -0.822 1.901  -0.35
O 1.106 -1.016 7.515  -0.48
N 3.530 -0.015 2.151  0.20
N 4.655 0.607 1.635  0.00
C -0.146 2.174 5.076  0.85
C -7.618 -2.735 -5.868  -0.48
C 2.113 -0.746 8.473  -0.67
C 5.579 -0.344 0.908  -0.89
C -4.080 -3.861 -7.378  -0.29
C -1.986 -0.109 -4.333  -0.45
C 5.377 1.467 2.646  0.47
C 4.828 2.941 3.200  -0.69
C 4.164 -1.555 4.132  -1.37
C 0.902 -0.029 4.895  -0.78
C 3.365 -0.198 3.643  -0.30
C -2.716 -0.341 -0.510  -0.41
C 2.196 0.283 1.434  0.85
C 10.205 0.636 0.277  -0.57
C 1.763 1.862 1.343  -0.13
C -6.646 -3.682 -10.635  -0.59
C -3.593 1.052 -7.564  -0.78
C -0.836 4.289 -0.191  -0.27
C 1.219 -0.805 2.174  -0.74
C -2.826 3.685 9.190  -0.50
C 1.782 -0.735 3.709  0.41
H 0.408 -0.883 5.556  0.28
H -3.611 -0.375 0.115  0.34
H -7.805 -2.134 -6.760  0.24
H -2.121 3.686 7.384  0.28
H 5.603 3.453 3.929  0.33
H -2.904 0.261 -1.403  0.23
H -1.174 3.776 -1.094  0.20
H -1.655 0.326 -3.388  0.17
H -1.894 0.101 0.058  0.04
H -6.622 -4.248 -8.780  0.21
H 3.680 -1.019 1.832  0.68
H 5.324 -1.522 3.970  0.27
H -1.228 3.771 0.688  0.15
H -0.642 -1.156 2.755  0.42
H -3.104 -2.022 -1.395  0.27
H -1.863 0.626 -5.133  0.23
H -1.004 6.050 0.604  0.32
H -3.125 -2.181 -7.543  0.27
H 8.788 -0.606 0.732  0.28
H 2.718 0.101 8.138  0.28
H -5.922 -3.485 -11.428  0.22
H -2.946 4.397 10.010  0.22
H 2.975 -1.739 -0.218  0.09
H -7.216 -2.772 -10.430  0.24
H 2.750 -1.627 8.577  0.24
H -8.006 -4.416 -6.753  0.28
H 10.829 -0.128 -0.194  0.25
H -4.884 -0.219 -6.875  0.21
H -6.796 -2.293 -5.300  0.15
H -2.192 2.857 9.519  0.22
H 1.752 -1.882 4.034  0.50
H 3.966 -1.805 5.282  0.32
H -3.618 -0.847 -5.076  0.30
H -1.393 -1.001 -4.550  0.25
H 1.661 -1.850 1.803  0.26
H 5.851 -1.235 1.633  0.28
H -2.518 1.085 -7.760  0.27
H -3.853 1.827 -6.839  0.29
H 10.310 1.576 -0.270  0.22
H -4.132 -4.694 -6.673  0.24
H 3.842 2.775 3.837  0.03
H 4.601 3.703 2.340  0.27
H 6.569 0.244 0.594  0.33
H -3.753 -4.231 -8.353  0.26
H -5.066 -3.397 -7.464  0.04
H 3.302 0.729 4.354  0.31
H 1.555 0.615 5.658  0.39
H 3.779 -2.511 3.529  0.36
H 5.138 -0.751 -0.122  0.24
H -8.513 -2.769 -5.243  0.31
H 0.899 -0.792 -0.691  0.14
H -4.136 1.214 -8.498  0.29
H 1.650 -0.518 9.436  0.32
H 0.557 -0.216 7.444  0.32
H 0.256 4.297 -0.165  0.15
H -7.320 -4.483 -10.950  0.27
H -3.807 3.309 8.890  0.25
H 10.513 0.785 1.315  0.25

Its total charge is 0. Its gap between HOMO and LUMO is 7.37 eV. Its SMILES is CC(=O)N(C)[N@H+]1[C@H](C)[C@@H](COC(F)(F)F)[C@@H](O)[C@@]1([PH2]=S)C(=O)[O-].CO.CO.CO.CO.CO.CO.CO.CO.CO.CO. The value obtained for the LUMO energy is -0.40 eV.